C34H28BrN8O6PdS3 | ωB97M-V/def2-TZVPD

E_LUMO (spin up / spin down), eV: -2.930 / -5.901
ΔE to the lowest compared entry with this formula, charge and spin, kJ/mol: 117.0
HOMO (spin up / spin down), Eh: -0.39123 / -0.38912
⟨S²⟩: 6.0621

```
! RIJCOSX wB97M-V def2-TZVPD def2/J DEFGRID3
* xyz 1 5
O -0.053 1.116 0.079
C -2.104 1.715 4.467
O 4.245 2.128 1.498
N 1.318 1.405 2.006
O 6.142 0.883 1.927
H 6.921 -1.034 0.072
C 6.009 -0.476 -0.124
S -0.862 3.850 -3.977
H 2.150 -4.749 4.011
H -0.291 -3.188 2.520
C 1.462 -6.750 0.779
C 4.091 0.019 -1.508
C -4.270 3.830 -1.931
C -6.742 3.911 -0.697
C 1.951 -5.320 3.107
C -3.351 1.384 3.954
C -0.433 -2.114 -1.874
H -6.985 5.817 -1.663
N -1.112 -2.538 -2.895
C -5.100 4.934 -2.128
H 2.090 2.035 1.889
C -1.054 -2.216 -4.181
H -0.156 -1.256 -5.725
H -3.986 1.950 -0.915
H -4.777 5.777 -2.712
C 0.921 -0.876 1.972
C 5.568 0.479 0.754
H -4.465 0.847 2.185
C 0.739 -3.338 2.194
H 5.551 -1.434 -2.008
C 2.164 -7.342 1.821
H 5.928 2.870 2.464
H 2.516 -8.363 1.730
C 3.656 1.013 -0.605
H -1.800 0.873 -0.020
C 0.994 -5.450 0.903
C -1.023 1.810 3.608
Pd 1.565 -0.468 -0.263
C -3.501 1.125 2.604
S 0.557 2.425 -1.795
H -1.976 1.901 5.528
N 1.750 0.123 1.906
O -2.649 0.868 0.436
H 4.957 1.712 3.407
H 2.979 -7.073 3.791
H -4.210 1.311 4.613
C 1.442 -2.257 1.927
H -0.124 -0.748 2.219
C 5.244 -0.693 -1.280
C -2.412 1.196 1.741
H 0.623 -1.062 -4.184
C 3.227 -0.252 -2.698
O 1.941 -0.342 -2.387
C 4.434 1.216 0.507
N -2.044 3.122 -1.797
C -0.851 3.085 -2.411
C -5.891 2.831 -0.481
N -1.961 -2.814 -4.970
H -0.050 2.084 3.997
C -2.550 4.191 -3.796
C -4.652 2.785 -1.088
H -1.949 -2.695 -5.963
N 0.021 -1.943 -0.801
H -6.196 2.013 0.164
H 2.893 1.721 -0.881
C 2.416 -6.623 2.982
H 0.188 2.867 1.159
C -6.339 4.960 -1.513
H -2.574 -3.497 -4.568
O 3.685 -0.374 -3.817
N -0.199 -1.355 -4.725
C -1.152 1.565 2.237
C 0.077 1.795 1.326
C 1.232 -4.733 2.069
H 1.283 -7.301 -0.135
H 0.454 -4.978 0.088
N -2.960 3.732 -2.533
H -7.712 3.943 -0.212
Br 3.220 -2.371 1.200
S -3.432 4.845 -5.007
C 5.343 1.959 2.427
*
```

C34H28Cl2N2OPdS3Sb | ωB97M-V/def2-TZVPD

E_LUMO (spin up / spin down), eV: -5.404 / -5.409
ΔE to the lowest compared entry with this formula, charge and spin, kJ/mol: 227.1
HOMO (spin up / spin down), Eh: -0.35857 / -0.35834

```
! RIJCOSX wB97M-V def2-TZVPD def2/J DEFGRID3
* xyz 1 1
C 1.871 3.618 1.644
N -0.028 0.758 -2.067
C -2.409 -2.693 -3.866
H -3.072 -4.451 -0.484
C 0.130 0.935 -4.343
C 0.586 0.332 -3.219
C -5.216 -1.580 -0.217
C -0.133 4.960 1.602
O -0.992 1.590 0.532
H 2.927 -4.795 0.626
H -3.070 -1.945 3.304
C -4.266 -1.031 0.633
H 2.884 -4.229 -1.052
C -2.913 -3.985 -3.836
H -1.763 -1.015 -2.695
C 1.207 4.844 1.872
C -2.146 -2.029 -2.676
H -8.006 -0.700 1.490
C -1.938 -2.972 1.789
Cl 2.080 6.214 2.454
H 2.549 -2.566 3.729
H 3.371 0.209 0.729
Sb -2.182 -1.446 0.304
Pd 0.158 -0.224 -0.024
C -6.003 -0.198 2.066
H -4.915 -2.105 -1.114
C -6.956 -0.780 1.242
C -0.878 3.875 1.137
C 3.059 -3.927 -0.021
C -1.162 -4.090 1.493
C -1.471 -4.894 3.738
C -2.873 -3.956 -1.427
S 1.210 -2.166 -0.926
H -0.367 -5.941 2.226
C 2.121 -2.820 0.360
H 1.356 -0.422 -3.163
H 0.448 0.781 -5.360
H 4.098 -3.600 0.064
C -2.382 -2.654 -1.455
H -2.227 -2.196 -4.810
H 2.770 -4.054 2.796
H -7.303 -1.893 -0.561
H -0.735 -4.213 0.503
C 2.846 -2.966 2.762
S 0.847 -1.238 2.159
H 4.839 1.968 1.732
C 3.790 2.169 1.567
C 2.972 1.177 1.012
C -0.945 -5.056 2.464
H -1.307 -5.653 4.492
Cl -2.560 4.052 0.805
H -0.626 5.909 1.756
H -6.309 0.343 2.952
C -4.655 -0.311 1.757
C -2.224 -3.768 4.040
C -2.462 -2.809 3.066
H -2.622 -3.637 5.038
C 1.988 -2.393 1.669
S -1.104 2.060 -3.949
H 3.894 -2.713 2.588
H -3.916 0.175 2.383
H 3.845 4.170 2.315
H -3.152 -4.498 -4.758
C -6.562 -1.454 0.096
C -0.939 1.660 -2.298
C -3.130 -4.618 -2.619
C 1.117 2.538 1.127
C 3.240 3.385 1.881
H -3.518 -5.629 -2.605
H -1.544 2.117 -1.526
N 1.687 1.361 0.805
C -0.306 2.615 0.917
*
```

C34H28CoFIN2O2 | ωB97M-V/def2-TZVPD

E_LUMO (spin up / spin down), eV: 4.258 / 4.221
ΔE to the lowest compared entry with this formula, charge and spin, kJ/mol: 0.0
HOMO (spin up / spin down), Eh: -0.00388 / -0.04981
⟨S²⟩: 0.7705

```
! RIJCOSX wB97M-V def2-TZVPD def2/J DEFGRID3
* xyz -2 2
N 1.067 0.603 0.810
C 2.295 -6.506 -0.040
C 4.257 1.458 -3.315
C 2.129 2.358 -1.804
H -3.113 -0.873 -0.579
H -1.704 -3.468 -1.465
C 0.758 -0.853 -3.023
C 0.848 0.221 -2.162
H -0.115 -1.495 -2.951
C -3.084 -0.265 -1.474
I 0.447 3.278 -0.930
H 3.102 -3.539 -1.481
H -5.138 -0.792 -1.978
C -3.139 1.265 -3.766
H -3.682 -4.691 -0.635
O -2.810 1.317 1.066
C 1.518 0.920 3.222
H 3.760 -0.824 -4.642
C -2.842 -3.036 2.191
H 3.835 -5.899 -1.408
H -3.094 1.076 0.168
C -1.425 1.632 3.373
H 2.478 0.509 2.914
H 2.611 -7.544 -0.002
C -0.802 1.145 2.097
H -2.408 2.050 3.184
H 5.263 3.231 -2.720
Co -0.323 0.377 -0.573
H 5.075 1.108 -3.940
O 2.308 0.433 0.662
C 1.462 -3.795 -0.133
C 1.778 -1.216 -3.930
H 0.659 -6.772 1.323
C 1.204 -6.069 0.702
C -0.104 -1.786 -0.077
H 1.689 1.938 3.598
H 1.898 -1.748 -0.642
H 1.653 -2.101 -4.549
F -5.379 0.587 -4.175
C 1.994 1.066 -2.378
C -1.265 -2.507 0.403
C -4.251 -0.229 -2.254
H -0.788 2.388 3.836
C 2.570 -4.255 -0.861
C -2.020 -3.355 -0.433
H 1.122 0.322 4.052
C 3.081 0.668 -3.230
H -1.529 0.808 4.083
C -1.998 1.204 -2.964
C -3.134 -4.037 0.037
H -4.422 -4.434 1.726
C 4.355 2.641 -2.656
C 0.612 0.883 2.031
N -1.463 0.969 1.009
H -3.163 1.857 -4.676
H -3.165 -2.897 3.219
H -1.135 1.780 -3.289
C -4.249 0.538 -3.393
C 3.248 3.127 -1.916
H 3.280 4.104 -1.452
C 2.945 -0.509 -3.997
C -1.900 0.433 -1.787
C 0.793 -4.741 0.659
H -1.178 -1.681 2.380
C 2.979 -5.582 -0.822
C -1.726 -2.352 1.726
H -0.056 -4.428 1.255
C 1.081 -2.369 -0.275
C -3.558 -3.893 1.358
*
```

C34H28CuF6N6O4P2S3Se2 | ωB97M-V/def2-TZVPD

E_LUMO (spin up / spin down), eV: -0.279 / -2.405
ΔE to the lowest compared entry with this formula, charge and spin, kJ/mol: 1.0
HOMO (spin up / spin down), Eh: -0.29605 / -0.29600
⟨S²⟩: 0.7580

```
! RIJCOSX wB97M-V def2-TZVPD def2/J DEFGRID3
* xyz 0 2
N 0.427 3.156 1.774
O -0.335 -4.347 -2.234
C -3.177 5.325 5.707
C -3.404 -1.610 0.590
H -2.855 3.214 5.917
C -3.038 4.756 0.289
H -2.468 7.132 2.929
F -0.252 -2.705 -4.771
Se -2.140 0.753 -1.920
H -2.044 -1.784 4.205
C 1.822 1.654 -1.379
H -7.285 1.941 -0.775
H -3.549 4.056 -2.986
C -2.190 -0.598 2.428
C -2.432 -1.730 3.198
H -3.665 2.127 2.570
Se -0.386 6.437 0.807
H 0.574 1.408 -2.945
F 0.015 -0.884 -3.642
H -1.069 3.242 -3.630
C 0.173 -2.208 -3.608
H -3.755 -1.566 -0.435
C 2.287 3.822 -0.807
Cu -0.225 -0.532 0.206
N 1.041 2.118 -2.390
F 0.696 -5.614 0.077
C -2.781 4.314 -1.006
H -3.344 7.409 5.225
N 2.499 2.525 -0.634
C -2.324 3.913 3.964
H 2.544 4.631 1.107
H 4.047 4.426 0.203
O 0.449 -2.183 1.358
C 1.401 4.321 -1.777
H -4.979 1.310 -1.423
C -4.276 5.301 0.597
H 2.933 5.777 -0.184
C -3.155 -2.786 2.670
H -7.764 2.679 1.531
F 1.450 -2.499 -3.447
H -5.937 2.797 3.198
H -1.637 0.231 2.850
C -0.861 3.197 1.343
H 0.317 3.517 -4.685
S 0.582 -2.977 0.116
H -5.746 5.057 -2.444
F -1.316 -4.836 0.356
C -5.734 2.468 2.188
H -3.330 -3.670 3.267
H -3.542 5.449 6.718
C -3.652 -2.722 1.368
C -2.230 5.010 3.112
C -0.129 3.787 -3.727
H -0.329 4.856 -3.717
H 1.202 5.377 -1.866
C -2.797 4.070 5.258
N -0.052 1.193 1.081
C -1.192 1.920 0.929
H -1.814 3.895 -1.246
C -2.661 -0.550 1.118
H -4.488 5.645 1.601
C -0.031 -4.678 0.647
C -4.176 1.696 0.526
N 0.891 1.954 1.602
P -2.558 0.992 0.134
C -3.067 6.426 4.868
O -2.207 -2.745 -2.648
C -4.450 2.103 1.830
C -5.197 1.634 -0.412
C -6.756 2.406 1.249
H -4.216 -3.549 0.959
C -3.752 4.411 -1.984
C 0.790 3.428 -2.608
F 0.119 -4.754 1.965
C -5.249 5.404 -0.389
C 3.007 4.737 0.123
C -2.587 6.273 3.578
H -1.999 2.939 3.628
P -1.630 4.840 1.413
C -4.988 4.966 -1.677
S -0.854 -3.014 -2.298
O 1.875 -3.188 -0.442
N -0.530 -2.257 -0.874
S 1.920 -0.037 -1.126
H -6.212 5.835 -0.148
C -6.488 1.990 -0.045
*
```

C34H29AsN9O10PS3Tc | ωB97M-V/def2-TZVPD

E_LUMO (spin up / spin down), eV: 3.792 / 3.791
ΔE to the lowest compared entry with this formula, charge and spin, kJ/mol: 33.9
HOMO (spin up / spin down), Eh: -0.01292 / -0.11411
⟨S²⟩: 3.7738

```
! RIJCOSX wB97M-V def2-TZVPD def2/J DEFGRID3
* xyz -2 4
O -1.479 -0.510 -6.182
C 3.763 2.660 1.915
H -0.158 4.641 6.657
S -2.247 -1.121 -5.120
C 1.924 0.914 -2.557
C 4.792 2.637 0.974
H 1.857 -4.724 3.382
H 5.200 0.656 4.241
C -6.441 0.630 -5.496
O -3.562 -0.046 -1.772
N -3.087 -2.981 -2.350
C -4.417 0.486 -4.183
O -1.237 0.043 1.635
C 5.948 1.915 1.196
O -4.376 2.177 -2.226
H 1.025 -4.141 5.637
H 0.989 1.007 2.765
C -0.482 -4.017 -1.511
C -0.526 3.773 4.726
C -0.001 3.476 3.481
N 0.628 -4.534 -1.027
C 3.939 1.947 3.100
O -1.586 -0.929 -3.791
C 6.100 1.193 2.371
H -6.128 1.566 -3.582
N 0.951 -2.454 -1.481
C 1.559 4.761 5.380
C -2.817 -4.293 -2.107
H 3.157 1.954 3.850
H 1.535 1.721 -3.157
N -3.898 -5.028 -2.308
N -0.370 -2.690 -1.806
O -3.275 0.928 0.751
N 1.531 -3.568 -0.998
H -0.227 -2.053 5.979
C 0.861 -3.468 4.804
H 6.731 1.901 0.449
P 0.193 -0.671 1.171
O -2.534 -2.525 -5.331
H 3.300 -2.039 -0.504
C 0.435 -1.733 2.666
C 1.126 -2.926 2.481
C 1.334 -3.791 3.542
C 1.317 3.800 3.171
H -6.397 -0.372 -7.395
H 3.100 4.746 3.887
H 2.309 0.372 1.751
H 4.630 0.032 -0.725
N -1.605 -4.768 -1.699
C 1.160 -0.220 -2.413
C 0.252 4.409 5.683
C 3.178 1.022 -1.957
H -1.549 3.509 4.957
Tc -2.003 -1.381 -1.888
C 1.281 0.741 1.744
H 4.660 3.186 0.046
C -0.065 -1.432 3.928
S -2.216 0.110 0.282
C -5.854 -0.145 -6.486
C -4.569 -0.623 -6.299
H -1.551 -5.732 -1.411
C 1.134 1.915 0.804
C 1.649 -1.294 -1.654
H 0.078 2.157 0.664
C 3.664 -0.044 -1.207
S -3.540 1.099 -2.709
H -7.456 0.990 -5.613
O -1.285 0.575 -0.713
C 5.093 1.221 3.324
As 2.077 3.543 1.379
H -4.083 -1.250 -7.030
C 2.079 4.468 4.135
C 2.925 -1.195 -1.063
C 0.157 -2.288 4.993
N -4.370 -2.966 -2.710
O -2.252 1.513 -3.191
H 2.171 5.265 6.119
N -4.833 -4.153 -2.683
H 6.994 0.609 2.543
H 3.775 1.917 -2.081
H -0.627 2.980 2.749
C -3.855 -0.317 -5.150
O -2.454 -1.346 0.126
H 0.199 -0.281 -2.885
H -0.638 -0.524 4.054
C -5.718 0.940 -4.358
H 1.522 1.648 -0.179
H 1.486 -3.179 1.493
*
```

C34H29F4N4O2Tc | ωB97M-V/def2-TZVPD

E_LUMO (spin up / spin down), eV: -7.868 / -7.860
HOMO (spin up / spin down), Eh: -0.50832 / -0.50830

```
! RIJCOSX wB97M-V def2-TZVPD def2/J DEFGRID3
* xyz 2 1
N -0.598 1.475 -1.327
H -4.321 -3.151 -1.136
C -0.875 -2.610 2.956
C -1.028 1.990 -4.050
C -1.823 3.361 0.142
Tc 0.449 -0.045 1.042
C -1.128 2.312 0.743
C 3.251 0.580 0.094
C 0.223 -3.786 1.161
C -3.402 -2.595 -0.986
O -0.382 1.138 2.573
C 0.781 0.441 -4.528
F -4.644 -1.154 0.360
C 0.583 0.658 -5.886
C 0.633 -4.758 2.058
N -0.416 1.291 0.029
H -1.653 2.503 -3.333
H 2.787 -1.460 -2.471
H -1.548 0.532 4.178
H -0.085 1.502 4.594
H -0.739 -3.521 4.894
C -0.528 -1.642 -0.759
O 1.554 -1.408 0.154
H -2.949 4.892 2.949
C -0.499 0.722 3.960
C -2.390 -1.168 0.795
F -2.512 -3.755 -2.779
C -1.101 2.231 2.126
C -0.977 -1.610 0.672
C 1.803 -0.511 -4.085
C 0.305 -4.653 3.405
H 0.081 -0.192 4.053
H 1.202 0.137 -6.603
H 3.046 1.317 -1.898
C -0.031 1.119 -3.600
H 3.201 -1.263 2.045
H -1.979 2.874 -5.750
H 1.207 -5.604 1.705
C 1.353 0.047 -1.735
H -3.011 5.094 0.490
H -1.856 3.439 -0.931
C -0.403 1.530 -6.320
N 0.721 -0.866 -0.735
C -1.098 -2.171 -1.838
H 4.113 1.246 0.182
C 2.385 1.038 -1.076
F -0.536 -2.073 -3.036
C -1.211 2.196 -5.403
N 2.513 0.632 1.403
H 1.988 2.066 2.868
H 3.635 -0.425 -0.047
H 2.713 -0.155 3.357
H -0.546 1.691 -7.380
C -2.468 4.281 0.948
C -1.742 3.132 2.948
C 0.182 0.899 -2.181
H 2.013 2.691 1.212
H 4.247 0.097 2.511
C 2.039 -0.749 -2.803
C -2.432 4.168 2.334
C -2.389 -2.845 -1.816
C 2.512 2.027 1.916
C 3.212 -0.231 2.391
H -1.721 3.042 4.024
H 0.487 -3.877 0.115
H 1.867 1.953 -0.793
H 0.626 -5.417 4.100
F -2.646 -0.264 1.769
H 3.540 2.364 2.063
C -0.455 -3.583 3.852
C -3.421 -1.610 0.073
C -0.535 -2.701 1.601
H 2.359 -1.039 -4.850
H -1.530 -1.818 3.294
*
```

In order of appearance, DFT total energy = -165935.2743; -108301.0190; -91228.8200; -295564.0928; -174447.3908; -58832.5664 eV.